[1]
Below is a molecular structure, C23H42BrCl3GdGeN5O5S at a distorted geometry, with properties calculated with ωB97M-V with the def2-TZVPD basis set.

Values from the calculation:
- E: -238012.8068 eV
- ΔE to the lowest compared entry with this formula, charge and spin: 70.7 kcal per mole
- LUMO level (alpha / beta): -0.18 / -1.80 eV
- Strongest force on any atom: 3.62 eV/A
- Frontier orbital gap (alpha / beta): 7.28 / 5.67 eV

The geometry in ORCA input format:
```
! wB97M-V def2-TZVPD RIJCOSX def2/J DEFGRID3
* xyz 0 8
Gd -0.07 0.12 -0.07
N 1.22 0.93 2.56
N 1.34 2.33 2.63
C 0.82 3.07 1.60
N 0.74 4.39 1.85
N 0.43 2.42 0.52
N -0.40 3.09 -0.37
O 0.09 1.14 -1.92
O -0.06 4.17 -0.73
H 0.38 0.62 3.05
H 2.04 0.50 2.94
H 1.27 2.75 3.54
H 0.70 4.70 2.80
H 0.42 5.01 1.12
C 0.29 -8.04 -0.68
C -0.93 -7.13 -0.46
C -1.51 -7.42 0.92
C -2.00 -7.48 -1.51
C -0.51 -5.67 -0.62
C -0.46 -4.79 0.46
C -0.07 -3.49 0.23
Br 0.02 -2.31 1.71
C 0.28 -2.96 -1.03
O 0.55 -1.68 -1.15
C 0.33 -3.88 -2.10
C -0.09 -5.19 -1.85
C 0.84 -3.57 -3.51
C 1.99 -4.53 -3.85
C -0.31 -3.77 -4.51
C 1.38 -2.15 -3.70
H 0.01 -9.09 -0.57
H 1.07 -7.81 0.05
H 0.71 -7.90 -1.67
H -1.86 -8.45 0.97
H -2.35 -6.76 1.15
H -0.76 -7.30 1.71
H -2.33 -8.51 -1.39
H -1.63 -7.37 -2.52
H -2.88 -6.83 -1.40
H -0.74 -5.10 1.45
H -0.08 -5.88 -2.68
H 1.67 -5.57 -3.83
H 2.81 -4.41 -3.15
H 2.36 -4.32 -4.85
H -0.67 -4.80 -4.52
H 0.03 -3.53 -5.53
H -1.15 -3.12 -4.28
H 2.23 -1.96 -3.05
H 0.65 -1.38 -3.50
H 1.72 -2.06 -4.74
Cl -4.16 1.40 2.87
C -3.87 1.12 1.15
Cl -3.82 2.66 0.28
Cl -5.15 0.10 0.49
C -2.48 0.45 0.94
O -1.58 0.73 1.75
O -2.33 -0.29 -0.06
C 3.12 0.91 -2.11
S 3.07 0.23 -0.45
C 3.91 1.56 0.40
H 2.60 1.86 -2.16
H 2.60 0.22 -2.77
H 4.16 1.02 -2.43
H 4.89 1.73 -0.05
H 4.06 1.28 1.44
H 3.34 2.49 0.36
C 0.65 3.10 -4.39
Ge -1.13 2.37 -4.14
C -1.77 1.55 -5.78
C -2.37 3.76 -3.58
C -1.01 0.96 -2.79
H 0.65 3.86 -5.17
H 1.34 2.31 -4.68
H 1.02 3.55 -3.46
H -1.95 2.30 -6.55
H -2.69 1.01 -5.61
H -1.03 0.84 -6.16
H -2.50 4.50 -4.36
H -1.99 4.26 -2.69
H -3.34 3.32 -3.35
H -0.91 0.01 -3.33
H -1.96 0.91 -2.24
*
```

These are the Mulliken partial charges, in e, on atoms 1 to 6: -0.437 -0.318 -0.295 0.314 -0.398 0.474

[2]
Below is a single C3H4F3N3 molecule at a distorted geometry, with properties calculated with ωB97M-V with the def2-TZVPD basis set.

Values from the calculation:
- SMILES: N#C[C@](N)(F)C(N)(F)F
- E: -15797.7846 eV
- ΔE to the lowest compared entry with this formula, charge and spin: 0.0 kcal per mole
- LUMO level: 0.79 eV
- Strongest force on any atom: 3.86 eV/A
- Frontier orbital gap: 11.67 eV

The geometry in ORCA input format:
```
! wB97M-V def2-TZVPD RIJCOSX def2/J DEFGRID3
* xyz 0 1
N 2.71 -0.96 -0.51
C 1.70 -0.46 -0.38
C 0.50 0.40 -0.18
N 0.42 1.34 -1.12
F 0.65 0.96 1.18
C -0.83 -0.48 0.11
N -1.08 -0.98 1.40
F -1.86 0.26 -0.52
F -0.70 -1.59 -0.77
H -0.31 1.99 -1.24
H 1.21 1.56 -1.71
H -0.43 -0.61 2.23
H -1.99 -1.43 1.54
*
```

These are the Mulliken partial charges, in e, on atoms 1 to 6: -0.395 -0.107 0.886 -0.451 -0.386 0.587

[3]
Below is 2 unconnected molecules or ions with the total composition C6H10F4N at a distorted geometry, with properties calculated with ωB97M-V with the def2-TZVPD basis set.

Values from the calculation:
- E: -18731.9269 eV
- ΔE to the lowest compared entry with this formula, charge and spin: 13.4 kcal per mole
- LUMO level: -5.18 eV
- Strongest force on any atom: 4.84 eV/A
- Frontier orbital gap: 9.07 eV

The geometry in ORCA input format:
```
! wB97M-V def2-TZVPD RIJCOSX def2/J DEFGRID3
* xyz 1 1
C 0.91 0.46 -0.92
C -1.94 -0.05 -1.02
C 2.06 1.05 -0.24
C 0.95 -0.81 1.16
C -0.11 1.33 1.38
C -1.93 -1.60 -1.15
N 0.88 0.60 0.57
F -3.03 0.45 -1.50
F -2.93 -2.07 -1.87
F -0.73 -2.04 -1.55
F -2.16 -2.12 0.04
H 0.91 -0.49 -1.36
H 2.88 0.53 -0.01
H 0.11 1.07 -1.42
H 2.19 2.12 -0.22
H 1.14 -1.53 0.29
H 1.86 -0.77 1.68
H -0.03 -0.95 1.63
H -0.17 2.31 0.89
H -1.06 0.91 1.29
H 0.23 1.60 2.33
*
```

These are the Mulliken partial charges, in e, on atoms 1 to 6: -0.490 -0.159 -0.284 -0.926 -1.027 0.983